(1)
ORCA calculation (ωB97M-V with the def2-TZVPD basis set) on a molecular structure, C22H22N5Se2V.

**Total charge**: +1
**Energy above the lowest of the compared OMol25 structures with the same formula, charge and spin**: 0.0 kcal per mole
**Spin multiplicity**: 2
**⟨S²⟩**: 0.761
**Kohn-Sham gap (alpha / beta)**: 6.97 / 6.26 eV

Last column: Mulliken spin population.
Element x y z (Å)
V (0.441938, 0.507800, 0.079012)  1.058
C (3.092254, -0.091969, 3.523724)  -0.001
C (2.769440, -1.378260, 3.962764)  -0.002
C (2.036053, -2.179868, 3.131623)  -0.002
C (1.582769, -1.699853, 1.891571)  -0.006
N (1.758332, -0.402204, 1.537795)  -0.020
C (2.582380, 0.334543, 2.329607)  0.001
N (1.059185, -2.661506, 1.047683)  -0.001
C (0.659128, -2.444659, -0.145136)  0.013
N (0.396337, -1.220505, -0.760207)  -0.032
C (0.050037, -1.476318, -2.087760)  0.002
N (-0.302844, -0.649493, -2.997934)  -0.006
C (-0.585522, 0.684461, -2.785074)  0.026
C (-0.959931, 1.400551, -3.933580)  -0.006
C (-1.428216, 2.683490, -3.839445)  0.013
C (-1.548991, 3.256311, -2.571370)  -0.006
C (-1.125913, 2.529803, -1.495529)  0.022
N (-0.596331, 1.280000, -1.564078)  -0.042
C (0.110561, -2.930691, -2.326144)  0.009
C (-0.118953, -3.670515, -3.469116)  0.003
C (-0.001438, -5.051522, -3.363110)  -0.002
C (0.336223, -5.654468, -2.150871)  0.003
C (0.568951, -4.896453, -1.008916)  -0.003
C (0.445575, -3.527577, -1.126476)  -0.003
H (3.729944, 0.564586, 4.098857)  0.000
H (3.126939, -1.746411, 4.915591)  0.000
H (1.817112, -3.212281, 3.364826)  0.000
H (2.825239, 1.323243, 1.975545)  0.003
H (-0.891589, 0.875758, -4.875419)  0.000
H (-1.721767, 3.231081, -4.725853)  0.001
H (-1.958068, 4.246746, -2.430247)  0.000
H (-1.200685, 2.949507, -0.502668)  -0.004
H (-0.381242, -3.188628, -4.402199)  0.000
H (-0.173363, -5.670982, -4.233698)  0.000
H (0.421744, -6.732245, -2.101839)  0.000
H (0.837807, -5.354567, -0.065957)  0.000
C (-3.024091, 0.659510, 1.078991)  0.005
Se (-1.281182, 0.143071, 1.767699)  -0.014
C (-1.064833, 1.576173, 3.081271)  -0.003
C (-0.830548, 2.934158, 2.464470)  0.003
Se (0.797520, 2.930470, 1.376267)  -0.006
C (0.591179, 4.697025, 0.609915)  -0.002
H (-3.751710, 0.599848, 1.882815)  -0.001
H (-3.274435, -0.057926, 0.302289)  0.001
H (-3.001196, 1.657179, 0.651662)  0.001
H (-0.224823, 1.263215, 3.699375)  -0.002
H (-1.960558, 1.584141, 3.698478)  0.001
H (-0.687455, 3.686868, 3.237584)  0.000
H (-1.661739, 3.244826, 1.832334)  -0.001
H (-0.344726, 4.788404, 0.065064)  0.001
H (1.428021, 4.849965, -0.065778)  0.000
H (0.637480, 5.416168, 1.421593)  0.000

Atoms 1-3, force components in eV/Å:
V 0.5 1.2 0.1
C 0.1 -0.1 0.1
C 0.0 0.0 0.1

=====

(2)
ORCA calculation (ωB97M-V with the def2-TZVPD basis set) on a gas-phase ion, C2H8N4O (charge +2).

**Total charge**: +2
**Energy above the lowest of the compared OMol25 structures with the same formula, charge and spin**: 15.6 kcal per mole
**Kohn-Sham gap**: 11.28 eV

Last column: Löwdin charge in e.
Element x y z (Å)
N (1.570093, -1.143728, 0.486226)  0.277
C (1.104429, -0.048091, 0.020744)  -0.350
N (1.876942, 0.722956, -0.650318)  0.284
N (-0.275284, 0.315092, 0.302532)  -0.063
O (-0.514365, 1.595942, 0.658939)  0.124
C (-1.325633, -0.512600, -0.122859)  0.030
N (-2.478908, -0.011353, -0.314647)  0.292
H (0.920406, -1.880661, 0.711411)  0.157
H (2.576344, -1.283529, 0.419460)  0.176
H (2.908985, 0.338599, -0.862496)  0.254
H (1.501734, 1.517042, -1.092082)  0.142
H (-0.703071, 1.454452, 1.600843)  0.173
H (-1.262039, -1.550865, -0.059466)  0.163
H (-3.233958, -0.507659, -0.708932)  0.160
H (-2.665679, 0.994409, -0.389348)  0.183

Atoms 1-3, force components in eV/Å:
N 0.1 -1.8 0.8
C -1.4 0.9 0.2
N 3.3 -1.0 -0.6

=====

(3)
ORCA calculation (ωB97M-V with the def2-TZVPD basis set) on 14 unconnected molecules or ions with the total composition C38H110N6O21.

**Total charge**: 0
**Kohn-Sham gap**: 9.74 eV

Last column: Löwdin charge in e.
Element x y z (Å)
C (-0.509599, -0.146996, -6.317430)  -0.193
C (-2.015697, -0.620456, -6.441079)  -0.213
O (-2.127353, -1.536137, -7.533387)  -0.065
O (0.325993, -1.308678, -6.252480)  -0.094
H (-0.441983, 0.423093, -5.436214)  0.092
H (-0.280960, 0.492723, -7.204581)  0.129
H (-2.595428, 0.283723, -6.541950)  0.109
H (-2.199198, -1.148583, -5.507046)  0.095
H (-2.395901, -2.363909, -7.105396)  0.071
H (0.062800, -1.767785, -7.074979)  0.105
C (2.183890, 4.084893, -2.955246)  -0.190
C (1.968701, 3.446589, -1.586835)  -0.253
O (2.728346, 3.951521, -0.501495)  -0.080
O (1.916863, 5.549706, -2.864244)  -0.078
H (1.477465, 3.586545, -3.607420)  0.104
H (3.134501, 3.887226, -3.460187)  0.109
H (2.023399, 2.357970, -1.703370)  0.112
H (0.920597, 3.684956, -1.486014)  0.095
H (2.182728, 4.625344, -0.067732)  0.024
H (2.431268, 5.859855, -2.142903)  0.035
C (-2.835965, -4.245116, -4.420270)  -0.212
C (-2.574984, -3.705903, -3.048423)  -0.217
O (-1.360894, -4.318974, -2.588612)  -0.099
O (-1.817291, -3.827337, -5.347616)  -0.086
H (-3.702816, -3.956625, -5.024400)  0.121
H (-2.870973, -5.387614, -4.379852)  0.139
H (-3.261465, -4.078631, -2.274426)  0.129
H (-2.501726, -2.637388, -3.048170)  0.090
H (-0.591910, -3.755460, -2.822225)  0.058
H (-0.945951, -4.045633, -5.025850)  0.063
C (1.852734, -2.248560, -2.936059)  -0.223
C (3.138067, -2.164078, -3.759912)  -0.209
O (3.619895, -3.340654, -4.451996)  -0.050
O (0.717046, -2.577015, -3.748231)  -0.115
H (1.704687, -1.227246, -2.508569)  0.116
H (1.967200, -2.919915, -2.126057)  0.092
H (3.928596, -1.868840, -3.073663)  0.118
H (2.924119, -1.393631, -4.525630)  0.121
H (2.926308, -3.719627, -4.958654)  0.054
H (0.684415, -2.015398, -4.594235)  0.084
C (3.473599, -4.167920, 4.993095)  -0.232
C (2.403844, -3.691095, 5.939503)  -0.206
O (1.826059, -2.435097, 5.504254)  -0.064
O (4.456141, -3.125014, 4.955384)  -0.049
H (3.091728, -4.505298, 4.050025)  0.101
H (3.913368, -5.039370, 5.505256)  0.127
H (2.939067, -3.530903, 6.865712)  0.121
H (1.606960, -4.409267, 5.865070)  0.117
H (2.365885, -1.728707, 5.778294)  0.043
H (5.206886, -3.510113, 4.555870)  0.035
C (6.906893, -2.309823, 1.636143)  -0.252
C (7.263927, -0.881720, 1.803309)  -0.244
O (6.133346, -0.044705, 2.004474)  -0.078
O (6.342596, -2.838948, 2.829754)  -0.066
H (7.852338, -2.825722, 1.536167)  0.119
H (6.290681, -2.508377, 0.720314)  0.129
H (7.796823, -0.486329, 0.935950)  0.121
H (7.958095, -0.788665, 2.700219)  0.151
H (6.159642, 0.323133, 2.894325)  0.050
H (5.745819, -2.133850, 3.025764)  0.047
C (-1.642619, -1.513741, 4.889417)  -0.248
C (-1.862316, -0.320267, 3.979281)  -0.295
O (-1.326495, -0.551609, 2.720894)  -0.133
O (-1.579250, -0.909483, 6.165826)  -0.056
H (-0.736182, -2.052409, 4.573719)  0.097
H (-2.486716, -2.312913, 4.827926)  0.145
H (-1.306394, 0.511793, 4.483475)  0.109
H (-2.944978, -0.062712, 3.944384)  0.127
H (-0.392726, -0.852113, 2.903859)  0.036
H (-1.784357, -1.508405, 6.846949)  0.058
O (5.758415, 1.391906, 4.763934)  -0.053
H (5.164642, 1.886423, 4.175511)  -0.006
H (5.243184, 1.319049, 5.563785)  0.030
C (-3.479608, 2.811170, -1.869046)  -0.081
C (-4.051162, 4.062277, -2.484761)  -0.393
C (-4.859046, 3.689295, -3.748322)  -0.162
O (-6.053397, 2.966431, -3.339724)  -0.224
C (-7.116244, 3.060917, -4.288875)  -0.092
N (-4.790228, 4.743719, -1.338201)  0.051
H (-2.838414, 2.867503, -0.952010)  0.093
H (-2.858109, 2.304411, -2.593223)  0.057
H (-4.344843, 2.193710, -1.694614)  0.054
H (-3.214865, 4.717476, -2.719836)  0.114
H (-4.380604, 3.030881, -4.462414)  0.119
H (-5.148180, 4.645973, -4.227487)  0.122
H (-6.974747, 2.314734, -5.046601)  0.078
H (-7.183484, 4.009371, -4.759084)  0.074
H (-7.976508, 2.703816, -3.764480)  0.081
H (-5.127761, 5.644379, -1.706844)  0.079
H (-5.498754, 4.106417, -1.017643)  0.059
C (-1.487662, 6.072173, -0.550420)  -0.077
C (-0.660766, 5.701869, 0.674201)  -0.333
C (-0.779758, 4.217270, 1.162349)  -0.262
O (-1.900970, 4.080106, 1.922443)  -0.162
C (-2.069924, 2.691178, 2.328185)  -0.061
N (0.831534, 6.059751, 0.399653)  0.052
H (-1.209392, 7.138978, -0.829269)  0.089
H (-2.568384, 5.944944, -0.381385)  0.060
H (-1.394007, 5.449689, -1.538681)  0.097
H (-1.030709, 6.354318, 1.460585)  0.126
H (0.192619, 3.932591, 1.719335)  0.122
H (-0.710155, 3.523423, 0.333215)  0.097
H (-1.459989, 2.454952, 3.179601)  0.050
H (-1.743494, 1.999895, 1.508279)  0.093
H (-3.107225, 2.517693, 2.568388)  0.083
H (1.367508, 6.032632, 1.224829)  0.040
H (0.797904, 7.004649, 0.068726)  0.063
C (-4.216904, -0.625825, -2.973141)  -0.053
C (-5.429520, -1.230412, -2.271758)  -0.435
C (-5.376727, -0.748140, -0.820999)  -0.193
O (-4.122638, -1.167961, -0.246469)  -0.212
C (-4.184377, -1.235165, 1.216573)  -0.054
N (-6.649840, -0.834255, -2.935830)  0.045
H (-3.355873, -0.670772, -2.241517)  0.076
H (-4.343128, 0.440255, -3.224576)  0.071
H (-4.038130, -1.057849, -3.894056)  0.035
H (-5.291095, -2.295519, -2.249276)  0.126
H (-6.199156, -1.208550, -0.240182)  0.126
H (-5.448882, 0.317993, -0.880343)  0.106
H (-5.064579, -1.720141, 1.509839)  0.061
H (-4.144490, -0.203652, 1.576244)  0.083
H (-3.262496, -1.657235, 1.612225)  0.072
H (-6.704463, 0.187201, -2.937024)  0.061
H (-7.495986, -1.121391, -2.403508)  0.088
C (2.934418, -0.771297, 0.552001)  -0.041
C (1.526321, -0.368253, 0.973759)  -0.370
C (0.438840, -0.708173, 0.012533)  -0.135
O (0.212585, 0.503374, -0.822467)  -0.193
C (-0.921381, 0.524161, -1.637300)  -0.114
N (1.266499, -1.074690, 2.279563)  0.060
H (3.246737, -0.142839, -0.307363)  0.091
H (3.023537, -1.827046, 0.315646)  0.049
H (3.662571, -0.406186, 1.281614)  0.064
H (1.481331, 0.686039, 1.128286)  0.122
H (-0.465962, -0.884272, 0.594559)  0.106
H (0.665216, -1.621478, -0.580112)  0.112
H (-1.030498, 1.467493, -2.053420)  0.045
H (-1.824337, 0.240326, -1.196296)  0.050
H (-0.720192, -0.212928, -2.464355)  0.100
H (1.833067, -0.632417, 2.972240)  0.046
H (1.696243, -2.064775, 2.166348)  0.116
C (-0.191551, -4.794897, 2.266750)  -0.044
C (-0.048148, -4.684485, 0.748107)  -0.397
C (1.393407, -4.927203, 0.332902)  -0.224
O (2.281137, -3.987530, 0.844700)  -0.246
C (3.626277, -4.260696, 0.782499)  -0.124
N (-0.830310, -5.785897, 0.123289)  0.046
H (-1.077041, -4.296939, 2.603649)  0.067
H (0.612056, -4.328075, 2.876049)  0.078
H (-0.219205, -5.798215, 2.498105)  0.050
H (-0.378112, -3.691255, 0.339941)  0.138
H (1.605093, -5.053209, -0.746852)  0.129
H (1.675455, -5.928162, 0.755437)  0.134
H (4.128023, -3.351256, 1.256156)  0.090
H (3.988506, -4.320157, -0.234820)  0.087
H (3.839126, -5.189715, 1.319441)  0.097
H (-1.556193, -6.062626, 0.784221)  0.064
H (-1.355770, -5.454624, -0.689810)  0.045
C (1.799577, 1.536410, 4.996306)  -0.055
C (2.007953, 2.988226, 4.560628)  -0.411
C (2.698455, 3.249278, 3.246048)  -0.211
O (4.085419, 2.951797, 3.298550)  -0.225
C (4.659198, 3.120156, 1.993155)  -0.054
N (0.679712, 3.669239, 4.568088)  0.052
H (2.738046, 0.946077, 5.011929)  0.072
H (1.141980, 0.927925, 4.316221)  0.072
H (1.316165, 1.412408, 5.984498)  0.088
H (2.744042, 3.421692, 5.302864)  0.147
H (2.512884, 4.307394, 2.905143)  0.131
H (2.260804, 2.584849, 2.464066)  0.128
H (5.695256, 3.434057, 2.175228)  0.105
H (4.102457, 3.873201, 1.509212)  0.049
H (4.733725, 2.192371, 1.448476)  0.081
H (0.149768, 3.400788, 5.385285)  0.071
H (0.686452, 4.679132, 4.441239)  0.079

Atoms 1-3, force components in eV/Å:
C -1.7 -0.9 -1.8
C 2.4 -0.1 0.3
O -0.3 0.2 0.7